C4H8O2 in the gas phase. Source: OMol25; level of theory: the ωB97M-V functional and the def2-TZVPD basis.

Last column: natural (NBO) charge in e.
Cartesian coordinates (Å):
C 2.121 -0.014 -0.155  -0.75
C 0.648 0.201 -0.274  0.61
O 0.384 1.364 -0.564  -0.60
C -0.469 -0.793 -0.153  -0.54
C -1.646 -0.105 0.562  -0.04
O -2.187 0.962 -0.168  -0.73
H 2.532 -1.022 -0.341  0.23
H 2.261 0.882 -0.797  0.28
H 2.503 0.350 0.802  0.25
H -0.787 -1.053 -1.174  0.25
H -0.168 -1.717 0.353  0.22
H -1.299 0.216 1.560  0.15
H -2.449 -0.831 0.707  0.18
H -1.443 1.560 -0.358  0.49

**Electronic energy**: -8371.7964 eV
**Lowest unoccupied orbital energy**: 0.81 eV
**Relative energy (zero: lowest compared OMol25 entry of this formula, charge and spin)**: 143.3 kJ/mol
**Gap between HOMO and LUMO**: 0.394 Ha

=====

C4H8O2 as an isolated structure. Source: OMol25; level of theory: the ωB97M-V functional and the def2-TZVPD basis.

Last column: natural (NBO) charge in e.
Cartesian coordinates (Å):
C -1.416 0.434 0.906  -0.17
O 0.291 -0.947 1.240  -0.78
C 0.982 -0.759 0.114  0.09
C -0.006 -0.722 -1.089  -0.11
O -0.331 0.662 -0.684  -0.45
C 1.055 0.768 -0.181  -0.11
H -2.028 1.159 0.373  0.17
H -1.852 -0.550 1.010  0.22
H -0.947 0.802 1.809  0.22
H 1.909 -1.347 -0.005  0.15
H -0.887 -1.363 -1.051  0.20
H 0.428 -0.675 -2.093  0.19
H 1.119 1.448 0.669  0.20
H 1.682 1.091 -1.018  0.19

**Electronic energy**: -8366.9101 eV
**Lowest unoccupied orbital energy**: 0.22 eV
**Relative energy (zero: lowest compared OMol25 entry of this formula, charge and spin)**: 614.8 kJ/mol
**Gap between HOMO and LUMO**: 0.307 Ha

=====

A 2-piece molecular cluster, C4H8O2 overall. Source: OMol25; level of theory: the ωB97M-V functional and the def2-TZVPD basis.

Last column: natural (NBO) charge in e.
Cartesian coordinates (Å):
C 1.025 0.666 0.182  -0.48
C 0.924 -0.849 -0.042  -0.07
O -0.086 -1.393 0.745  -0.52
C -1.263 -0.857 0.332  0.30
O -1.382 0.504 0.492  -0.53
C -0.350 1.238 -0.157  -0.07
H 1.299 0.959 1.210  0.22
H 1.786 1.085 -0.483  0.22
H 0.266 -1.009 -1.181  0.14
H 1.847 -1.394 0.232  0.21
H -2.084 -1.338 0.895  0.20
H -1.001 -1.061 -1.149  0.02
H -0.469 2.273 0.166  0.20
H -0.512 1.178 -1.243  0.18

**Electronic energy**: -8369.6320 eV
**Lowest unoccupied orbital energy**: 1.09 eV
**Relative energy (zero: lowest compared OMol25 entry of this formula, charge and spin)**: 352.1 kJ/mol
**Gap between HOMO and LUMO**: 0.397 Ha

=====

A 2-piece molecular cluster, C4H8O2 overall. Source: OMol25; level of theory: the ωB97M-V functional and the def2-TZVPD basis.

Last column: natural (NBO) charge in e.
Cartesian coordinates (Å):
C 2.498 -1.722 1.244  -0.48
C 1.738 -1.472 0.176  0.28
O 0.848 -2.497 -0.206  -0.71
C 1.739 -0.253 -0.630  -0.26
C 0.675 0.000 -1.385  -0.35
H 2.200 -2.417 2.011  0.21
H 3.428 -1.201 1.377  0.20
H 1.455 -3.215 -0.413  0.49
H 2.536 0.451 -0.434  0.22
H 0.008 -0.782 -1.575  0.21
H 0.413 0.934 -1.866  0.20
H -5.567 3.493 0.162  0.46
H -5.863 4.799 0.672  0.46
O -6.108 3.882 0.867  -0.92

**Electronic energy**: -8370.6713 eV
**Lowest unoccupied orbital energy**: 0.81 eV
**Relative energy (zero: lowest compared OMol25 entry of this formula, charge and spin)**: 251.9 kJ/mol
**Gap between HOMO and LUMO**: 0.353 Ha

=====

A 2-piece molecular cluster, C4H8O2 overall. Source: OMol25; level of theory: the ωB97M-V functional and the def2-TZVPD basis.

Last column: natural (NBO) charge in e.
Cartesian coordinates (Å):
C -1.030 -1.386 0.723  -0.61
C 0.144 -0.521 0.324  -0.34
C 0.121 0.142 -0.985  0.57
O -0.067 0.036 -2.169  -0.49
C -0.021 1.033 0.182  -0.03
O -1.279 1.595 0.409  -0.69
H -1.157 -1.371 1.810  0.22
H -1.951 -1.010 0.266  0.23
H -0.876 -2.421 0.402  0.22
H 1.107 -0.792 0.757  0.24
H 3.067 0.563 -0.615  -0.01
H 2.679 0.505 -1.244  0.01
H 0.821 1.618 0.557  0.20
H -1.558 2.008 -0.417  0.48

**Electronic energy**: -8369.7178 eV
**Lowest unoccupied orbital energy**: 0.53 eV
**Relative energy (zero: lowest compared OMol25 entry of this formula, charge and spin)**: 343.9 kJ/mol
**Gap between HOMO and LUMO**: 0.357 Ha

=====

C4H8O2 in the gas phase. Source: OMol25; level of theory: the ωB97M-V functional and the def2-TZVPD basis.

Last column: natural (NBO) charge in e.
Cartesian coordinates (Å):
O 0.541 -1.343 -1.432  -0.71
C -0.411 -0.762 -0.563  0.06
C 0.056 -0.672 0.930  -0.46
C 0.495 0.783 1.035  -0.08
O 0.587 1.259 -0.302  -0.53
C -0.563 0.715 -0.946  -0.11
H 1.256 -0.687 -1.481  0.47
H -1.254 -1.409 -0.393  0.19
H 0.837 -1.427 1.044  0.23
H -0.715 -0.907 1.690  0.21
H 1.455 0.910 1.527  0.20
H -0.277 1.372 1.555  0.16
H -1.488 1.152 -0.545  0.17
H -0.483 0.980 -2.010  0.21

**Electronic energy**: -8371.7484 eV
**Lowest unoccupied orbital energy**: 1.01 eV
**Relative energy (zero: lowest compared OMol25 entry of this formula, charge and spin)**: 147.9 kJ/mol
**Gap between HOMO and LUMO**: 0.398 Ha

=====

C4H8O2 in the gas phase. Source: OMol25; level of theory: the ωB97M-V functional and the def2-TZVPD basis.

Last column: natural (NBO) charge in e.
Cartesian coordinates (Å):
O -0.405 1.735 0.921  -0.71
C -0.319 0.958 -0.257  0.07
C 1.043 0.244 -0.358  -0.47
C 0.726 -1.160 0.221  -0.08
O -0.598 -1.090 0.736  -0.53
C -1.273 -0.232 -0.169  -0.11
H -0.280 1.110 1.650  0.47
H -0.531 1.626 -1.095  0.19
H 1.800 0.804 0.200  0.23
H 1.379 0.169 -1.398  0.21
H 1.374 -1.503 1.032  0.20
H 0.762 -1.891 -0.600  0.16
H -1.399 -0.735 -1.143  0.16
H -2.250 0.027 0.242  0.21

**Electronic energy**: -8372.0892 eV
**Lowest unoccupied orbital energy**: 0.99 eV
**Relative energy (zero: lowest compared OMol25 entry of this formula, charge and spin)**: 115.1 kJ/mol
**Gap between HOMO and LUMO**: 0.398 Ha

=====

C4H8O2 in the gas phase. Source: OMol25; level of theory: the ωB97M-V functional and the def2-TZVPD basis.

Last column: natural (NBO) charge in e.
Cartesian coordinates (Å):
C 0.992 0.736 -0.379  -0.65
C 0.960 -1.317 1.229  0.07
O -0.234 -1.622 0.772  -0.50
C -1.067 -0.465 0.610  -0.09
C -0.420 0.148 -0.641  0.08
O -1.221 1.146 -1.229  -0.70
H 0.909 1.511 0.393  0.21
H 1.837 0.120 -0.040  0.24
H 1.301 1.170 -1.327  0.22
H 1.598 -2.080 0.711  0.08
H -1.015 0.204 1.479  0.19
H -2.097 -0.803 0.453  0.20
H -0.380 -0.671 -1.372  0.19
H -1.163 1.923 -0.659  0.46

**Electronic energy**: -8368.7073 eV
**Lowest unoccupied orbital energy**: 0.68 eV
**Relative energy (zero: lowest compared OMol25 entry of this formula, charge and spin)**: 441.4 kJ/mol
**Gap between HOMO and LUMO**: 0.339 Ha

=====

C4H8O2 in the gas phase. Source: OMol25; level of theory: the ωB97M-V functional and the def2-TZVPD basis.

Last column: natural (NBO) charge in e.
Cartesian coordinates (Å):
C 1.712 -0.178 0.290  -0.62
C 0.328 -0.020 -0.316  0.09
C -0.362 1.234 0.200  -0.64
O -0.454 -1.168 0.112  -0.52
C -1.718 -1.260 -0.316  0.65
O -2.214 -0.682 -1.247  -0.59
H 2.271 0.748 0.122  0.22
H 1.633 -0.334 1.371  0.21
H 2.278 -1.006 -0.147  0.22
H 0.393 -0.017 -1.410  0.19
H -0.354 1.210 1.296  0.21
H -1.393 1.271 -0.157  0.24
H 0.156 2.135 -0.145  0.22
H -2.277 -1.933 0.346  0.12

**Electronic energy**: -8372.7714 eV
**Lowest unoccupied orbital energy**: 1.04 eV
**Relative energy (zero: lowest compared OMol25 entry of this formula, charge and spin)**: 49.2 kJ/mol
**Gap between HOMO and LUMO**: 0.429 Ha

=====

C4H8O2 in the gas phase. Source: OMol25; level of theory: the ωB97M-V functional and the def2-TZVPD basis.

Last column: natural (NBO) charge in e.
Cartesian coordinates (Å):
C 0.466 -1.625 -0.123  0.28
C -1.693 -0.048 0.293  -0.26
C 0.711 0.720 -0.459  0.22
C 1.376 1.642 0.219  -0.55
O 1.554 -1.060 -0.566  -0.70
O -0.280 -0.268 0.413  -0.48
H -0.249 -2.018 -0.871  0.12
H 0.529 -2.230 0.791  0.15
H 0.265 0.856 -1.433  0.19
H -1.884 0.989 0.562  0.21
H -2.033 -0.245 -0.728  0.18
H -2.203 -0.706 0.995  0.21
H 1.815 1.419 1.181  0.22
H 1.627 2.572 -0.273  0.22

**Electronic energy**: -8368.0910 eV
**Lowest unoccupied orbital energy**: 0.84 eV
**Relative energy (zero: lowest compared OMol25 entry of this formula, charge and spin)**: 500.8 kJ/mol
**Gap between HOMO and LUMO**: 0.349 Ha

=====

C4H8O2 in the gas phase. Source: OMol25; level of theory: the ωB97M-V functional and the def2-TZVPD basis.

Last column: natural (NBO) charge in e.
Cartesian coordinates (Å):
C -1.984 -0.532 0.355  -0.72
C -0.500 -0.316 0.482  0.62
O 0.068 -0.562 1.531  -0.58
C 0.197 0.280 -0.701  -0.54
C 1.630 0.694 -0.377  -0.06
O 2.351 -0.407 0.116  -0.73
H -2.518 0.386 0.616  0.24
H -2.315 -0.826 -0.643  0.23
H -2.250 -1.294 1.078  0.24
H 0.195 -0.446 -1.532  0.24
H -0.485 1.113 -0.911  0.23
H 1.615 1.520 0.351  0.16
H 2.143 1.043 -1.277  0.18
H 1.853 -0.654 0.911  0.49

**Electronic energy**: -8372.4216 eV
**Lowest unoccupied orbital energy**: 0.85 eV
**Relative energy (zero: lowest compared OMol25 entry of this formula, charge and spin)**: 83.0 kJ/mol
**Gap between HOMO and LUMO**: 0.398 Ha

=====

C4H8O2 in the gas phase. Source: OMol25; level of theory: the ωB97M-V functional and the def2-TZVPD basis.

Last column: natural (NBO) charge in e.
Cartesian coordinates (Å):
C 1.700 0.621 -0.173  -0.64
C 0.708 -0.387 0.374  -0.03
O 0.261 0.074 1.674  -0.64
C -0.739 -0.429 0.020  0.05
C -1.278 0.775 -0.622  -0.24
O -2.670 0.917 -0.474  -0.72
H 1.314 1.641 -0.104  0.22
H 1.924 0.398 -1.221  0.22
H 2.634 0.573 0.395  0.23
H 1.177 -1.375 0.447  0.17
H -0.247 -0.649 2.076  0.50
H -1.005 0.577 -1.687  0.21
H -0.810 1.732 -0.357  0.20
H -2.975 0.048 -0.174  0.48

**Electronic energy**: -8368.6874 eV
**Lowest unoccupied orbital energy**: 0.36 eV
**Relative energy (zero: lowest compared OMol25 entry of this formula, charge and spin)**: 443.3 kJ/mol
**Gap between HOMO and LUMO**: 0.338 Ha

=====

gap between HOMO and LUMO of number 11 (C4H8O2)? 0.398 Ha

=====

Copy entry 12 word for word.
C4H8O2 in the gas phase. Source: OMol25; level of theory: the ωB97M-V functional and the def2-TZVPD basis.

Last column: natural (NBO) charge in e.
Cartesian coordinates (Å):
C 1.700 0.621 -0.173  -0.64
C 0.708 -0.387 0.374  -0.03
O 0.261 0.074 1.674  -0.64
C -0.739 -0.429 0.020  0.05
C -1.278 0.775 -0.622  -0.24
O -2.670 0.917 -0.474  -0.72
H 1.314 1.641 -0.104  0.22
H 1.924 0.398 -1.221  0.22
H 2.634 0.573 0.395  0.23
H 1.177 -1.375 0.447  0.17
H -0.247 -0.649 2.076  0.50
H -1.005 0.577 -1.687  0.21
H -0.810 1.732 -0.357  0.20
H -2.975 0.048 -0.174  0.48

**Electronic energy**: -8368.6874 eV
**Lowest unoccupied orbital energy**: 0.36 eV
**Relative energy (zero: lowest compared OMol25 entry of this formula, charge and spin)**: 443.3 kJ/mol
**Gap between HOMO and LUMO**: 0.338 Ha

=====

Which of these has the lowest electronic energy? number 9

=====

Please write out number 1 again, unchanged.
C4H8O2 in the gas phase. Source: OMol25; level of theory: the ωB97M-V functional and the def2-TZVPD basis.

Last column: natural (NBO) charge in e.
Cartesian coordinates (Å):
C 2.121 -0.014 -0.155  -0.75
C 0.648 0.201 -0.274  0.61
O 0.384 1.364 -0.564  -0.60
C -0.469 -0.793 -0.153  -0.54
C -1.646 -0.105 0.562  -0.04
O -2.187 0.962 -0.168  -0.73
H 2.532 -1.022 -0.341  0.23
H 2.261 0.882 -0.797  0.28
H 2.503 0.350 0.802  0.25
H -0.787 -1.053 -1.174  0.25
H -0.168 -1.717 0.353  0.22
H -1.299 0.216 1.560  0.15
H -2.449 -0.831 0.707  0.18
H -1.443 1.560 -0.358  0.49

**Electronic energy**: -8371.7964 eV
**Lowest unoccupied orbital energy**: 0.81 eV
**Relative energy (zero: lowest compared OMol25 entry of this formula, charge and spin)**: 143.3 kJ/mol
**Gap between HOMO and LUMO**: 0.394 Ha